# 1
Formula: C40H36BCrN5P2
Source: the Open Molecules 2025 dataset
Level of theory: ωB97M-V with the def2-TZVPD basis set

As for the expectation value of S²: 6.033. Its HOMO-LUMO gap (alpha / beta) is 8.07 / 7.91 eV.

The geometry in ORCA input format:
```
! wB97M-V def2-TZVPD RIJCOSX def2/J DEFGRID3
* xyz 0 5
Cr 1.5874 0.0585 0.8375
B 3.8877 -1.6127 -0.4144
N 4.4866 -0.5368 0.5405
C 5.7502 -0.2126 0.8276
C 5.7436 0.8204 1.7503
C 4.3915 1.0758 1.9699
N 3.6458 0.2506 1.2393
N 2.9967 -2.5451 0.4615
C 3.1293 -3.8401 0.7610
C 2.1906 -4.1737 1.7241
C 1.5118 -2.9813 1.9625
N 2.0078 -2.0041 1.2063
H 3.1739 -1.0502 -1.2344
H 4.7772 -2.2616 -0.9010
H 6.5661 -0.7304 0.3520
H 6.5907 1.3164 2.1894
H 3.9223 1.8153 2.5989
H 3.8817 -4.4346 0.2707
H 2.0174 -5.1353 2.1731
H 0.6926 -2.7860 2.6342
N -1.8641 -0.9401 0.1421
P -0.7681 0.3799 0.1465
C -0.8584 0.8915 -1.6037
C -2.0667 1.3071 -2.1630
C -2.1567 1.5643 -3.5207
C -1.0400 1.4049 -4.3340
C 0.1624 0.9876 -3.7862
C 0.2514 0.7352 -2.4238
C -1.7906 1.6205 1.0008
C -1.7417 2.9648 0.6392
C -2.4853 3.8993 1.3398
C -3.2854 3.4989 2.4023
C -3.3384 2.1618 2.7652
C -2.5888 1.2236 2.0688
P -1.2903 -2.5579 0.0063
C -2.9092 -3.4079 -0.0261
C -2.9793 -4.6942 -0.5668
C -4.1532 -5.4251 -0.5026
C -5.2777 -4.8870 0.1125
C -5.2174 -3.6163 0.6600
C -4.0388 -2.8818 0.5958
C -0.7810 -2.6716 -1.7479
C -1.6482 -2.5280 -2.8310
C -1.1600 -2.5436 -4.1263
C 0.2026 -2.7110 -4.3540
C 1.0734 -2.8636 -3.2869
C 0.5809 -2.8445 -1.9867
H -2.6660 -0.7412 -0.4535
H -2.9402 1.4466 -1.5348
H -3.0975 1.8896 -3.9458
H -1.1115 1.6051 -5.3954
H 1.0323 0.8528 -4.4155
H 1.1922 0.3968 -2.0024
H -1.1088 3.2836 -0.1809
H -2.4333 4.9434 1.0603
H -3.8629 4.2325 2.9502
H -3.9623 1.8459 3.5915
H -2.6225 0.1798 2.3553
H -2.1083 -5.1214 -1.0512
H -4.1931 -6.4175 -0.9330
H -6.1948 -5.4594 0.1650
H -6.0880 -3.1921 1.1437
H -3.9995 -1.8935 1.0363
H -2.7120 -2.4023 -2.6589
H -1.8390 -2.4288 -4.9617
H 0.5808 -2.7222 -5.3685
H 2.1339 -2.9949 -3.4592
H 1.2615 -2.9618 -1.1503
C 0.5854 4.7763 3.8649
C 0.5114 3.3727 4.0304
C 0.8567 2.5492 3.0005
C 1.2940 3.0517 1.7431
C 1.6376 2.1600 0.6727
C 2.1376 2.7518 -0.4668
C 2.2481 4.1536 -0.6251
C 1.8668 4.9936 0.3799
C 1.3934 4.4576 1.6024
C 1.0200 5.2997 2.6834
H 0.2992 5.4295 4.6798
H 0.1828 2.9586 4.9753
H 0.7935 1.4716 3.1320
H 2.4741 2.1324 -1.2951
H 2.6346 4.5579 -1.5534
H 1.9277 6.0696 0.2626
H 1.0935 6.3738 2.5532
*
```

=====

# 2
Formula: C40H36BeClN3Si2
Source: the Open Molecules 2025 dataset
Level of theory: ωB97M-V with the def2-TZVPD basis set

Its HOMO-LUMO gap (alpha / beta) is 6.61 / 5.12 eV.

The geometry in ORCA input format:
```
! wB97M-V def2-TZVPD RIJCOSX def2/J DEFGRID3
* xyz 0 1
C -1.8387 -0.5105 4.6638
C -2.5547 0.0211 3.5147
C -2.6643 -1.0077 2.5461
H -3.0769 0.9745 3.4924
C -2.0451 -2.1811 3.0663
C -1.5579 -1.9006 4.3595
H -1.1475 -2.6163 5.0721
H -1.8485 -0.0850 5.6731
H -3.2029 -0.9394 1.6017
H -2.0182 -3.1487 2.5666
Be -0.3546 0.1083 3.7630
Si 0.8312 0.0632 -3.5382
C 0.8010 1.6243 -4.5715
C 1.8587 2.0721 -5.3828
H 2.8248 1.5667 -5.3407
C 1.6672 3.1540 -6.2521
H 2.4717 3.4770 -6.9190
C 0.4482 3.8456 -6.2641
H 0.3055 4.7098 -6.9203
C -0.5858 3.4442 -5.4109
H -1.5250 3.9996 -5.3774
C -0.4176 2.3268 -4.5933
H -1.2408 2.0042 -3.9541
C 1.1217 -1.3714 -4.6934
C 0.3190 -1.3590 -5.8518
H -0.2680 -0.4715 -6.1036
C 0.2414 -2.4873 -6.6782
H -0.4408 -2.4891 -7.5314
C 1.0282 -3.6112 -6.3991
H 0.9528 -4.4990 -7.0349
C 1.9017 -3.5933 -5.3023
H 2.5275 -4.4674 -5.1061
C 1.9609 -2.4769 -4.4554
H 2.6512 -2.4613 -3.6112
H -0.6093 -0.1200 -3.2754
Si 0.6509 0.0583 -0.9968
C -0.3766 -1.5135 -0.8156
C -1.6466 -1.6307 -1.3976
H -2.0800 -0.7963 -1.9608
C -2.3599 -2.8288 -1.3078
H -3.3247 -2.9173 -1.8041
C -1.8436 -3.9026 -0.5871
H -2.4016 -4.8320 -0.5077
C -0.5960 -3.7729 0.0236
H -0.1826 -4.6102 0.5858
C 0.1405 -2.5902 -0.0942
H 1.1260 -2.5044 0.3744
C -0.5041 1.5303 -0.8524
C -1.7399 1.3486 -0.2342
H -1.9400 0.4286 0.3227
C -2.7226 2.3306 -0.3248
H -3.7099 2.1412 0.0982
C -2.4442 3.5438 -0.9593
H -3.2185 4.3028 -1.0499
C -1.1649 3.7773 -1.4600
H -0.9401 4.7314 -1.9335
C -0.1826 2.7907 -1.3699
H 0.8320 2.9779 -1.7296
H 1.8554 0.1011 -1.8448
Cl 1.8747 0.1679 0.6879
C 2.8044 -3.2643 6.5669
C 3.0584 -1.9576 7.0234
C 2.5666 -0.8700 6.3034
C 1.7671 -1.0844 5.1667
C 1.5707 -2.3941 4.6652
C 2.0760 -3.4785 5.3855
N 1.1285 -0.0132 4.5560
N 1.6156 1.1818 4.9126
C 0.9061 2.1554 4.2574
C 1.3042 3.5040 4.2947
C 0.5691 4.4397 3.5890
C -0.5552 3.9996 2.8556
C -0.9111 2.6676 2.8684
N -0.1841 1.7419 3.5332
H 3.1799 -4.1276 7.1234
H 3.6530 -1.7814 7.9210
H 2.7726 0.1680 6.5765
H 1.0525 -2.5145 3.7076
H 1.9230 -4.5012 5.0264
H 2.1929 3.7151 4.8753
H 0.8440 5.4939 3.5846
H -1.1672 4.6915 2.2724
H -1.7839 2.3021 2.3199
*
```

=====

# 3
Formula: C40H36BrCdCl6N5O6
Source: the Open Molecules 2025 dataset
Level of theory: ωB97M-V with the def2-TZVPD basis set

Its HOMO-LUMO gap is 5.78 eV.

The geometry in ORCA input format:
```
! wB97M-V def2-TZVPD RIJCOSX def2/J DEFGRID3
* xyz -2 1
Cd 0.3598 -0.9586 -0.3167
O 1.0002 0.8082 5.4332
C 0.7098 2.0129 5.1180
C 0.7735 3.0856 6.0605
C 0.4738 4.3886 5.7173
C 0.0649 4.7225 4.4232
C -0.0162 3.6980 3.4858
C 0.2993 2.3828 3.7949
C 0.2838 1.3401 2.6988
O 1.1572 0.2807 2.9068
N -1.1092 0.8940 2.5608
N -1.5295 0.1580 1.5475
C -2.8024 0.0203 1.4325
C -3.4923 -0.8054 0.4681
Br -2.4875 -2.1228 -0.4364
C -4.8129 -0.7878 0.2422
C -5.7763 0.2124 0.7347
C -7.0993 -0.1747 0.9691
C -8.0552 0.7396 1.3825
C -7.7137 2.0740 1.5634
C -6.4084 2.4787 1.3183
C -5.4513 1.5622 0.9081
H 1.1970 0.1743 3.8933
H 1.0775 2.8338 7.0711
H 0.5602 5.1703 6.4667
H -0.1630 5.7464 4.1524
H -0.3261 3.9287 2.4687
H 0.5571 1.8017 1.7431
H -1.7974 1.3280 3.1631
H -3.4543 0.5127 2.1567
H -5.2295 -1.5731 -0.3774
H -7.3687 -1.2165 0.8347
H -9.0712 0.4102 1.5657
H -8.4614 2.7929 1.8764
H -6.1342 3.5199 1.4385
H -4.4466 1.8938 0.6793
N 0.4366 2.9130 -0.4176
C 1.3887 3.8347 -1.0229
C 2.4068 3.0778 -1.8669
C 3.4667 2.3122 -1.0600
C 3.3906 0.7832 -1.1526
N 2.5361 0.1282 -0.1507
H 0.1780 2.1756 -1.0526
H -0.4124 3.3710 -0.1176
H 1.9045 4.3692 -0.2170
H 0.9142 4.5952 -1.6587
H 2.8898 3.8042 -2.5265
H 1.8747 2.3800 -2.5224
H 3.4250 2.6213 -0.0094
H 4.4540 2.5926 -1.4326
H 4.4023 0.3795 -1.0741
H 3.0186 0.5192 -2.1449
H 2.3484 0.7372 0.6422
H 3.0090 -0.6717 0.2561
Cl 1.5096 -7.7879 -1.0981
C 1.2794 -6.2046 -0.4128
C 1.4075 -6.0049 0.9463
Cl 1.8222 -7.3299 1.9952
C 1.1979 -4.7209 1.4825
Cl 1.3324 -4.4504 3.1927
C 0.8557 -3.6262 0.6913
O 0.6496 -2.4373 1.1965
C 0.7296 -3.8336 -0.7410
O 0.4224 -2.8281 -1.5057
C 0.9521 -5.1169 -1.2397
Cl 0.8063 -5.3327 -2.9638
Cl 2.7306 -2.5224 -2.8818
C 2.7783 -2.5294 -4.6083
C 3.4896 -3.5277 -5.2465
C 3.5670 -3.5501 -6.6291
C 2.9013 -2.5783 -7.3579
C 2.1693 -1.5996 -6.7060
Cl 1.2524 -0.5130 -7.7087
C 2.0924 -1.5266 -5.3067
N 1.3326 -0.5998 -4.6300
C 1.3625 0.7962 -4.8638
C 2.5088 1.4439 -5.3139
C 2.5163 2.8165 -5.5172
C 1.3631 3.5538 -5.2663
C 0.2262 2.8934 -4.8168
C 0.2106 1.5185 -4.6132
C -1.0107 0.8267 -4.1096
C -0.9343 0.6113 -2.6128
O -1.9040 0.8814 -1.9069
O 0.2231 0.1980 -2.2191
H 3.9943 -4.2740 -4.6479
H 4.1239 -4.3286 -7.1333
H 2.9086 -2.5880 -8.4392
H 1.0122 -0.8418 -3.6983
H 3.4035 0.8581 -5.4957
H 3.4202 3.3042 -5.8624
H 1.3475 4.6258 -5.4217
H -0.6809 3.4551 -4.6195
H -1.1194 -0.1558 -4.5795
H -1.9037 1.4126 -4.3112
*
```

=====

Number 1: maximum force 0.8 eV/Å. Number 2: maximum force 2.8 eV/Å. Number 3: maximum force 0.8 eV/Å.